[1]
Entry from the OMol25 dataset: the molecule C4H7NO2 (the ωB97M-V functional and the def2-TZVPD basis).

XYZ file:
```
14
Properties=species:S:1:pos:R:3:forces:R:3:lowdin_charge:R:1
C 0.69661 2.23255 0.29476 0.05 0.21 0.05 -0.127
N 0.31086 0.91669 -0.16324 0.33 -0.36 0.00 0.006
C 1.13982 -0.01963 -0.03921 -0.18 0.35 0.03 -0.230
O 0.90219 -1.28700 -0.45165 -0.05 -0.04 -0.06 0.039
C -0.38479 -1.67864 -0.84247 -0.21 -0.29 -0.34 -0.476
C -1.46689 -1.47169 0.18042 -0.08 0.02 0.03 0.009
O -0.50451 -2.24987 -1.88409 0.07 0.29 0.48 0.147
H 1.72322 2.28207 0.68869 -0.14 -0.02 -0.04 0.074
H 0.60506 2.93898 -0.53597 0.03 -0.08 0.12 0.078
H 0.00207 2.56037 1.07557 0.12 -0.03 -0.10 0.077
H 2.15363 0.05356 0.37060 -0.16 0.06 -0.04 0.146
H -1.18771 -1.98683 1.10449 0.00 0.05 -0.09 0.096
H -2.40386 -1.87974 -0.19823 0.17 0.01 -0.01 0.091
H -1.58570 -0.41080 0.40033 0.05 -0.14 -0.04 0.071
```
Forces are in eV/Å.

Properties
Kohn-Sham gap in eV: 11.276
SMILES: C/N=C/OC(C)=O
E_LUMO in eV: 0.950
HOMO energy in eV: -10.3257
Energy above the lowest of the compared OMol25 structures with the same formula, charge and spin in kJ/mol: 112.6

[2]
Entry from the OMol25 dataset: the molecule C4H7NO2 (the ωB97M-V functional and the def2-TZVPD basis).

XYZ file:
```
14
Properties=species:S:1:pos:R:3:forces:R:3:lowdin_charge:R:1
H 0.30551 1.65999 0.10536 0.39 -0.10 0.24 0.041
N -0.64764 1.33333 0.09091 0.15 -0.24 -0.37 0.156
C -0.85103 0.08169 0.01274 -0.19 0.50 0.26 -0.490
C -2.29253 -0.29713 -0.16223 0.01 0.11 -0.08 -0.015
O 0.05083 -0.93344 0.14291 -0.28 0.17 -0.14 -0.034
C 1.33431 -0.51794 0.57641 0.02 -0.10 0.13 -0.153
C 2.12196 0.12857 -0.54529 0.39 0.19 0.23 -0.239
O 3.11237 0.78949 -0.35653 -0.47 -0.33 -0.17 0.068
H -2.63111 -1.23712 0.28166 0.28 0.23 0.05 0.083
H -2.73859 0.59299 0.27898 -0.67 -0.44 0.06 0.079
H -2.57291 -0.27606 -1.21794 0.17 -0.16 0.02 0.085
H 1.24275 0.16293 1.42626 0.13 0.05 -0.04 0.137
H 1.85644 -1.41557 0.92118 -0.03 0.06 -0.16 0.142
H 1.70964 -0.07173 -1.55442 0.11 0.07 -0.04 0.138
```
Forces are in eV/Å.

Properties
Kohn-Sham gap in eV: 10.981
SMILES: [H]/N=C(/C)OCC=O
E_LUMO in eV: 0.764
HOMO energy in eV: -10.2171
Energy above the lowest of the compared OMol25 structures with the same formula, charge and spin in kJ/mol: 173.2